[1]
The following is a DFT calculation (ωB97M-V/def2-TZVPD) of a molecular structure, C11H13IrN3O5P.

The geometry in XYZ format:
```
34
Properties=species:S:1:pos:R:3:nbo_charge:R:1
O 3.43733 -5.69834 1.57966 -0.415
C 3.00693 -4.67762 1.85195 0.501
Ir 1.61441 -1.42280 1.30456 0.030
O 2.00062 -3.38227 -1.08375 -0.339
C 1.86348 -2.65059 -0.20352 0.520
C 1.44579 -0.26939 2.92441 0.515
O 1.32791 0.40901 3.85437 -0.367
C 3.30516 -0.47964 0.83824 0.483
O 4.30246 0.03723 0.57502 -0.358
C -0.17692 -2.21023 1.69206 0.322
O -1.24079 -2.62031 1.87009 -0.421
H 2.32440 -2.28426 2.57353 0.096
C -1.22685 1.27927 -2.47842 -0.123
N -1.89794 0.22420 -1.65560 -0.303
C -2.70421 0.86423 -0.59929 -0.111
N -1.93381 1.80341 0.23059 -0.318
C -1.26243 2.81061 -0.64599 -0.124
N -0.40362 2.19212 -1.66433 -0.080
C 0.77325 1.51573 -1.08350 -0.616
P 0.22415 0.15983 0.05652 1.068
C -0.93135 -0.72310 -1.12724 -0.548
C -0.97649 1.12994 1.09712 -0.575
H -2.02469 1.85865 -2.96925 0.259
H -0.59949 0.78019 -3.22901 0.246
H -3.12484 0.08620 0.04542 0.251
H -3.50980 1.43055 -1.08643 0.254
H -0.66412 3.47816 -0.01453 0.246
H -2.06084 3.37649 -1.14982 0.256
H 1.38786 1.10521 -1.89949 0.278
H 1.37147 2.25587 -0.53248 0.280
H -1.43650 -1.53725 -0.59454 0.285
H -0.31991 -1.14470 -1.94118 0.259
H -0.40337 1.86439 1.68462 0.261
H -1.48725 0.43921 1.78025 0.285
```

Output
Molecular weight   490.43 u
Spin multiplicity   5
Total charge   +2

=====

[2]
The following is a DFT calculation (ωB97M-V/def2-TZVPD) of a molecular structure, C11H13N.

The geometry in XYZ format:
```
25
Properties=species:S:1:pos:R:3:nbo_charge:R:1
C -0.57527 -2.20029 -0.41707 -0.217
C 0.35405 -1.68716 0.78345 -0.091
C -0.15200 -0.45669 1.45185 -0.450
C -0.23335 0.60648 0.45147 -0.005
C 0.58692 1.09518 -0.60493 -0.215
C 0.44777 2.29154 -1.30512 -0.206
C -0.70965 2.99427 -1.20715 -0.244
C -1.68790 2.54648 -0.34117 -0.211
C -1.41987 1.47827 0.61875 -0.196
C 1.53527 -2.00718 1.25274 0.071
C 2.82489 -2.22069 1.59497 -0.509
H -2.00229 -0.84139 -1.71865 0.387
H -0.25829 -0.73251 -2.39909 0.374
H -1.48758 -2.45235 -0.03874 0.199
H 0.15317 -3.12404 -0.61464 0.203
H -1.22804 -0.67614 1.79781 0.218
H 0.73167 -0.32002 2.15013 0.255
H 1.68149 0.82308 -0.78560 0.211
H 1.29577 2.69485 -1.71886 0.208
H -0.59003 4.07947 -1.56156 0.220
H -2.84855 2.66024 -0.51991 0.220
H -2.22799 1.12533 1.14842 0.194
H 3.59602 -1.27944 1.24833 0.223
H 3.26898 -2.88467 2.44164 0.239
N -1.05518 -1.51262 -1.70707 -0.878
```

Output
Molecular weight   159.23 u
Spin multiplicity   1

=====

[3]
The following is a DFT calculation (ωB97M-V/def2-TZVPD) of a gas-phase ion, C11H13N2 (charge +1).

The geometry in XYZ format:
```
26
Properties=species:S:1:pos:R:3:nbo_charge:R:1
C 0.16802 1.36285 1.42556 -0.654
C -0.40472 -0.05048 1.44680 0.074
C -1.34338 -0.38538 2.40476 -0.231
C -1.88114 -1.65544 2.50809 -0.181
C -1.45852 -2.61440 1.60320 -0.207
C -0.52465 -2.28604 0.64685 -0.188
C 0.02912 -1.01687 0.54059 -0.080
C 1.08606 -0.80555 -0.53458 -0.456
C 0.79014 0.31761 -1.50882 0.184
C -0.18565 0.50598 -2.42186 -0.076
N 0.12959 1.72312 -3.02709 -0.446
C 1.21768 2.22875 -2.50033 0.259
N 1.66615 1.39086 -1.56687 -0.466
H 1.23983 1.37616 1.66595 0.214
H -0.37910 1.98940 2.14071 0.238
H -0.01227 1.80758 0.43599 0.192
H -1.66330 0.37136 3.12266 0.218
H -2.59418 -1.88075 3.29841 0.231
H -1.84171 -3.63303 1.65318 0.229
H -0.17765 -3.06236 -0.03835 0.209
H 1.25990 -1.74741 -1.06856 0.259
H 2.04429 -0.56114 -0.04228 0.227
H -1.00007 -0.17221 -2.63508 0.275
H -0.39811 2.14834 -3.77972 0.460
H 1.73641 3.14365 -2.76492 0.257
H 2.49727 1.50540 -1.00431 0.459
```

Output
Molecular weight   173.24 u
Spin multiplicity   1
Total charge   +1

=====

[4]
The following is a DFT calculation (ωB97M-V/def2-TZVPD) of a gas-phase ion, C11H13N2O3 (charge -1).

The geometry in XYZ format:
```
29
Properties=species:S:1:pos:R:3:nbo_charge:R:1
N 0.86330 -1.39124 -0.15618 -0.864
C 1.91188 -0.52463 0.50908 -0.156
C 2.35575 0.73848 -0.37768 -0.410
C 1.56698 2.10194 -0.06087 -0.505
C 0.04521 2.10775 -0.63540 0.705
O -0.04577 2.07172 -1.90507 -0.589
N -1.15454 2.19709 0.22389 -0.676
C -1.81420 0.85843 0.16276 0.130
C -1.63564 -0.12104 1.36330 -0.235
C -2.32090 -1.52264 1.21588 -0.188
C -3.13648 -1.87906 -0.07179 -0.243
C -3.30706 -0.88450 -1.27310 -0.229
C -2.62951 0.50443 -1.11352 -0.240
C 3.22658 -1.48469 0.61217 0.724
O 3.88536 -1.84820 -0.43658 -0.765
O 3.65723 -1.98567 1.83662 -0.823
H 1.36043 -2.19672 -0.56673 0.385
H 0.36230 -0.86714 -0.88622 0.350
H 1.64772 -0.25555 1.58946 0.189
H 3.46756 0.94507 -0.12703 0.233
H 2.28631 0.49063 -1.49717 0.236
H 1.61901 2.43942 1.03467 0.203
H 2.09965 2.93449 -0.66563 0.231
H -0.91839 2.41142 1.20344 0.380
H -1.01040 0.13659 2.29128 0.237
H -2.19889 -2.25237 2.07913 0.228
H -3.63581 -2.90729 -0.19463 0.217
H -3.87080 -1.13745 -2.22929 0.226
H -2.67688 1.32073 -1.92479 0.247
```

Output
Molecular weight   221.24 u
Spin multiplicity   1
Total charge   -1

=====

Table of DFT total energy (hartree), in record order: -1412.230378; -481.420756; -536.257875; -762.054952